# 1
Molecular formula: C7H11N2O2
Method: DFT, the ωB97M-V functional and the def2-TZVPD basis

Values from the calculation:
energy above the lowest of the compared OMol25 structures with the same formula, charge and spin	169.7	kcal per mole
LUMO level (spin up / spin down)	3.79 / 3.79	eV
E_tot	-14507.601	eV
charge	-1

Element x y z (Å)
C 0.778 -0.225 1.298
C -0.614 1.299 -0.455
C 1.550 -1.091 0.270
C -0.092 0.620 -1.696
C -1.074 -1.099 -0.150
C -0.682 0.168 0.680
C -0.162 -0.902 -1.359
N -0.075 -1.858 -2.316
N 0.688 -1.490 -3.283
O 1.659 -0.738 -3.028
O 0.475 -1.890 -4.397
H 0.556 -0.740 2.261
H 1.352 0.753 1.357
H 0.042 2.086 -0.074
H -1.640 1.617 -0.694
H 2.278 -0.684 -0.402
H 1.578 -2.175 0.590
H -0.824 0.767 -2.535
H 0.865 1.077 -2.035
H -0.843 -2.051 0.335
H -2.070 -0.902 -0.603
H -1.281 0.266 1.567

---

# 2
Molecular formula: C7H11N2O2
Method: DFT, the ωB97M-V functional and the def2-TZVPD basis

Values from the calculation:
energy above the lowest of the compared OMol25 structures with the same formula, charge and spin	21.4	kcal per mole
LUMO level	3.25	eV
E_tot	-14514.034	eV
charge	-1

Element x y z (Å)
C 1.637 -0.951 -2.400
C 0.584 -1.863 -0.282
C 0.546 -1.613 -1.620
C -1.464 -2.051 -1.015
N -0.694 -2.224 0.085
N -0.752 -1.739 -2.071
H 1.409 -1.744 0.403
H -1.124 -2.233 0.996
H 1.992 -0.069 -1.861
H 1.262 -0.653 -3.381
H -2.533 -2.119 -1.091
H 2.507 -1.591 -2.502
C -0.110 1.739 0.958
C 0.158 1.300 2.388
C -1.231 2.812 0.791
O -1.714 3.247 1.857
O -1.500 3.102 -0.393
H 0.802 2.107 0.485
H -0.409 0.886 0.329
H 0.417 2.168 2.988
H 0.958 0.551 2.438
H -0.742 0.939 2.902

---

# 3
Molecular formula: C7H11N2O2
Method: DFT, the ωB97M-V functional and the def2-TZVPD basis

Values from the calculation:
energy above the lowest of the compared OMol25 structures with the same formula, charge and spin	44.6	kcal per mole
⟨S²⟩	0.75
LUMO level (spin up / spin down)	6.00 / 5.94	eV
E_tot	-14508.938	eV
2S+1	2
charge	-2

Element x y z (Å)
C 2.736 -1.634 -2.605
C 0.974 -0.018 -1.192
C 2.050 -0.928 -1.380
C 1.956 -0.359 0.823
N 0.907 0.295 0.189
N 2.723 -1.086 -0.150
H 0.273 0.237 -1.902
H 0.339 0.983 0.509
H 2.878 -2.743 -2.583
H 3.772 -1.161 -2.622
H 2.308 -0.086 1.677
H 2.352 -1.310 -3.590
C -2.313 1.086 0.758
C -2.849 -0.199 1.203
C -1.590 1.803 1.906
O -1.966 1.450 3.058
O -0.753 2.665 1.624
H -1.799 1.066 -0.150
H -3.049 1.833 0.411
H -2.245 -0.708 2.030
H -2.742 -1.066 0.638
H -3.961 -0.120 1.348

---

# 4
Molecular formula: C7H11N2O2
Method: DFT, the ωB97M-V functional and the def2-TZVPD basis

Values from the calculation:
energy above the lowest of the compared OMol25 structures with the same formula, charge and spin	7.0	kcal per mole
⟨S²⟩	0.75
LUMO level (spin up / spin down)	6.36 / 6.25	eV
E_tot	-14510.571	eV
2S+1	2
charge	-2

Element x y z (Å)
C -0.494 -2.256 -1.936
C 0.422 -1.730 -0.889
C 1.545 -0.992 -1.087
C 1.293 -1.418 1.041
N 0.302 -2.017 0.459
N 2.119 -0.811 0.148
H -0.326 -1.781 -2.902
H -1.532 -2.141 -1.638
H 1.973 -0.557 -1.976
H 1.541 -1.380 2.091
H 2.677 -0.014 0.415
H -0.322 -3.312 -2.177
C -1.039 1.979 0.271
C -1.775 1.167 1.351
C 0.332 2.553 0.778
O 0.470 2.695 2.015
O 1.147 2.841 -0.127
H -0.867 1.341 -0.594
H -1.613 2.856 -0.048
H -1.270 0.208 1.423
H -2.831 1.075 1.075
H -1.753 1.694 2.304

---

# 5
Molecular formula: C7H11N2O2
Method: DFT, the ωB97M-V functional and the def2-TZVPD basis

Values from the calculation:
energy above the lowest of the compared OMol25 structures with the same formula, charge and spin	19.3	kcal per mole
⟨S²⟩	0.77
LUMO level (spin up / spin down)	0.43 / -3.07	eV
E_tot	-14509.858	eV
2S+1	2
charge	0

Element x y z (Å)
C -3.348 -1.681 -1.622
C -0.764 -1.066 -1.287
C -2.070 -1.634 -0.883
C -0.759 -1.558 0.826
N -0.076 -0.981 -0.140
N -2.019 -1.998 0.379
H -0.357 -0.954 -2.293
H 1.214 -0.490 -0.275
H -3.903 -0.779 -1.292
H -3.903 -2.526 -1.204
H -0.531 -1.463 1.879
H -3.252 -1.788 -2.706
C 2.329 1.951 0.467
C 1.068 2.348 1.209
C 2.807 0.556 0.831
O 3.690 0.319 1.622
O 2.293 -0.410 0.096
H 2.457 2.306 -0.576
H 3.145 2.721 0.684
H 0.306 1.569 0.875
H 0.587 3.300 1.107
H 1.087 2.258 2.302

---

# 6
Molecular formula: C7H11N2O2
Method: DFT, the ωB97M-V functional and the def2-TZVPD basis

Values from the calculation:
energy above the lowest of the compared OMol25 structures with the same formula, charge and spin	55.1	kcal per mole
SMILES	CC1=C[N@@H+](C)[C@@]2(CO2)NC1=O
LUMO level	-3.80	eV
E_tot	-14502.761	eV
charge	+1

Element x y z (Å)
C -0.524 0.629 0.969
C 0.331 -0.159 1.586
C 1.207 -1.004 0.665
C -1.027 -0.949 -2.395
C -0.343 -0.648 -1.127
C 0.441 -0.302 3.076
C 0.145 1.780 -1.128
N 0.905 -0.955 -0.704
N -0.687 0.738 -0.485
O 2.128 -1.628 1.115
O -1.498 -1.439 -1.159
H -1.270 1.295 1.619
H -1.874 -0.431 -2.991
H -0.638 -1.654 -3.182
H 1.189 -1.178 3.335
H -0.461 -0.339 3.541
H 0.995 0.647 3.380
H 1.251 1.571 -1.086
H -0.097 1.719 -2.215
H -0.059 2.928 -0.952
H 1.552 -1.543 -1.095
H -1.665 0.921 -0.767

---

# 7
Molecular formula: C7H11N2P
Method: DFT, the ωB97M-V functional and the def2-TZVPD basis

Values from the calculation:
energy above the lowest of the compared OMol25 structures with the same formula, charge and spin	35.1	kcal per mole
SMILES	CP(C)(C)=C(C#N)CC#N
LUMO level	0.40	eV
E_tot	-19704.275	eV
charge	0

Element x y z (Å)
C 1.924 -1.562 -0.085
C 1.865 1.804 -0.059
C 1.268 -0.470 0.591
C -1.322 0.846 0.997
C -0.914 0.507 -1.748
C -1.154 -1.908 0.043
C 1.980 0.825 1.005
N 2.443 -2.606 -0.278
N 1.718 2.601 -0.872
P -0.420 -0.218 -0.115
H -2.295 0.713 0.595
H -1.358 0.486 1.979
H -0.899 1.843 0.967
H -0.199 1.042 -2.304
H -1.318 -0.269 -2.490
H -1.823 1.101 -1.505
H -2.202 -1.831 -0.343
H -0.589 -2.652 -0.564
H -1.229 -2.185 1.101
H 2.993 0.625 1.193
H 1.530 1.309 1.890

---

# 8
Molecular formula: C7H11N2S
Method: DFT, the ωB97M-V functional and the def2-TZVPD basis

Values from the calculation:
energy above the lowest of the compared OMol25 structures with the same formula, charge and spin	47.4	kcal per mole
LUMO level	-4.14	eV
E_tot	-21244.047	eV
charge	+1

Element x y z (Å)
C 0.919 -2.041 -0.885
C 0.548 -1.318 -1.934
C 0.336 -0.934 1.157
C 1.184 0.368 0.793
C -0.543 1.111 -0.861
C -0.427 -1.072 2.418
C -1.430 2.195 -1.310
N 0.318 -1.875 0.332
N 0.275 1.282 0.126
S -0.801 -0.270 -1.848
H 1.620 -2.751 -1.141
H 0.810 -1.554 -3.085
H 1.628 0.805 1.698
H 2.086 0.029 0.167
H -1.142 -0.214 2.531
H 0.320 -1.347 3.171
H -1.081 -1.972 2.162
H -2.332 1.755 -1.780
H -0.814 2.760 -2.036
H -1.729 2.834 -0.416
H 0.253 2.209 0.741

---

# 9
Molecular formula: C7H11N3
Method: DFT, the ωB97M-V functional and the def2-TZVPD basis

Values from the calculation:
energy above the lowest of the compared OMol25 structures with the same formula, charge and spin	86.9	kcal per mole
LUMO level	0.83	eV
E_tot	-11902.918	eV
charge	0

Element x y z (Å)
C 1.086 -0.446 -1.720
C -0.080 0.423 0.717
C 0.518 -0.744 0.760
C 1.080 -1.351 -0.505
C -0.004 1.333 -0.465
C 0.491 -1.634 2.004
C -1.512 1.609 -0.748
N 1.063 -0.455 -3.050
N 0.570 0.871 -3.027
N 0.724 0.854 -1.571
H -0.663 0.951 1.606
H 0.406 -2.307 -0.661
H 2.019 -1.726 -0.435
H 0.303 2.370 -0.328
H -0.359 -2.383 1.822
H 0.524 -0.981 2.980
H 1.471 -2.090 1.964
H -1.816 0.606 -0.905
H -1.859 2.165 -1.689
H -2.073 2.116 0.032
H 1.174 1.678 -3.404

---

# 10
Molecular formula: C7H11N3O2
Method: DFT, the ωB97M-V functional and the def2-TZVPD basis

Values from the calculation:
energy above the lowest of the compared OMol25 structures with the same formula, charge and spin	115.9	kcal per mole
SMILES	Cc1cnn(C(C)C)c1[N+](=O)[O-]
LUMO level	-0.59	eV
E_tot	-15997.833	eV
charge	0

Element x y z (Å)
C -0.426 -2.033 -0.155
C -1.552 -1.180 -0.066
C -0.997 0.124 -0.094
C -2.942 -1.685 0.198
C 2.557 0.609 -1.022
C 1.595 1.123 1.422
C 1.401 0.931 -0.127
N 0.751 -1.348 -0.223
N 0.455 -0.072 -0.340
N -1.648 1.343 -0.210
O -2.760 1.474 0.291
O -1.063 2.203 -0.849
H -0.518 -3.075 -0.360
H -2.926 -2.333 1.155
H -3.705 -0.826 0.109
H -3.142 -2.343 -0.603
H 3.220 -0.155 -0.562
H 3.128 1.557 -1.394
H 2.306 0.064 -1.929
H 0.657 1.324 1.851
H 2.290 1.940 1.556
H 2.207 0.379 1.939
H 1.111 1.979 -0.588

---

# 11
Molecular formula: C7H11N3O2
Method: DFT, the ωB97M-V functional and the def2-TZVPD basis

Values from the calculation:
energy above the lowest of the compared OMol25 structures with the same formula, charge and spin	120.2	kcal per mole
SMILES	[H]/N=C(/C#C)NN.C=C(C=O)OC
LUMO level	0.01	eV
E_tot	-15997.648	eV
charge	0

Element x y z (Å)
C -0.001 2.156 1.664
C -0.638 1.547 2.839
C -1.432 1.076 3.628
C -1.110 -1.962 -0.201
C 0.599 -1.335 -1.757
C 1.070 -0.596 -2.756
C 1.296 -2.634 -1.474
H -0.014 1.216 -1.169
H -0.790 2.686 -1.335
H -1.589 1.423 0.580
H 1.377 3.162 0.904
H -2.285 0.645 4.103
H -0.364 -2.386 0.488
H -1.881 -1.426 0.394
H -1.624 -2.753 -0.798
H 1.944 -0.940 -3.320
H 0.517 0.266 -3.135
H 2.393 -2.470 -1.612
N -0.185 2.139 -0.748
N -0.758 1.996 0.518
N 1.098 2.811 1.821
O -0.486 -0.974 -1.020
O 0.802 -3.720 -1.218

---

# 12
Molecular formula: C7H11N3O2
Method: DFT, the ωB97M-V functional and the def2-TZVPD basis

Values from the calculation:
energy above the lowest of the compared OMol25 structures with the same formula, charge and spin	169.2	kcal per mole
SMILES	O/N=C\N1CC1.C#CCNC=O
LUMO level	0.69	eV
E_tot	-15995.522	eV
charge	0

Element x y z (Å)
C -0.155 -1.215 1.149
C -2.218 -1.347 -0.205
C -2.750 -0.050 -0.670
C -3.174 1.003 -1.062
C 2.530 0.568 -0.566
C 0.397 1.603 -0.001
C 1.029 1.172 1.252
H -0.867 -1.250 1.997
H -0.223 -1.211 -0.868
H -2.669 -1.598 0.777
H -2.529 -2.148 -0.916
H -3.553 1.979 -1.421
H 1.598 -1.410 -0.749
H 3.062 1.519 -0.500
H 0.805 2.496 -0.495
H -0.654 1.399 -0.185
H 1.868 1.765 1.633
H 0.450 0.684 2.019
N -0.781 -1.361 -0.052
N 3.112 -0.382 -1.190
N 1.259 0.433 0.010
O 1.051 -1.091 1.292
O 2.413 -1.558 -1.250